No. 1
{
  "formula": "C27H33ClFN4O9P3S",
  "method": "ωB97M-V/def2-TZVPD",
  "species": ["H", "H", "C", "C", "C", "C", "H", "H", "H", "C", "C", "H", "Cl", "H", "H", "C", "O", "H", "C", "H", "H", "C", "H", "O", "C", "C", "C", "H", "H", "H", "C", "N", "O", "H", "H", "F", "C", "H", "C", "O", "C", "H", "N", "O", "H", "C", "P", "C", "O", "P", "C", "O", "H", "C", "C", "O", "H", "P", "C", "C", "H", "H", "C", "H", "H", "O", "N", "H", "H", "C", "H", "H", "C", "H", "H", "H", "C", "N", "S"],
  "xyz": [[1.3736, 0.1991, 3.4598], [2.2552, 4.2594, -2.3746], [4.6686, -2.5512, -2.9108], [3.3628, -0.5453, 3.2301], [4.2901, -1.3637, 2.3033], [4.5228, -0.4955, -4.3209], [-0.8437, -2.1938, 2.5085], [2.9084, -1.5824, 0.6592], [4.5771, 0.3219, -3.6108], [4.9927, -1.8314, -0.7486], [-6.5516, 2.8094, -0.8430], [5.5345, -3.0477, 0.9083], [-3.6887, 0.8640, -2.5243], [-1.5857, -5.8738, 0.7080], [-6.1379, 3.4724, 1.2118], [2.8389, 1.5484, 0.9143], [-0.4101, 2.1143, 3.0160], [0.8253, 1.7117, -3.4150], [-3.8591, -1.2457, -0.8193], [3.2004, -1.1221, 4.1454], [-2.6024, -2.4279, 2.8980], [-3.3642, -1.9701, 0.2451], [4.9419, -0.8187, -0.3446], [-2.6130, 0.8796, 2.7799], [-1.6700, -4.9604, 1.2432], [0.5630, 0.7974, 0.8636], [4.9917, -1.7416, -4.0913], [3.3828, 2.9958, -0.5732], [4.8374, -2.0625, 2.9448], [1.5122, -1.1381, 2.3661], [0.3397, 1.6259, -0.2098], [-0.4754, -0.0132, 1.4688], [4.9179, -3.7299, -2.8845], [-3.8988, -2.8713, 0.5247], [-4.3421, -3.1445, -3.2406], [-4.4469, 3.1901, 0.1813], [-2.2555, -1.5712, 0.9637], [-0.7294, 2.5751, 3.8041], [4.6335, -2.8587, 0.3209], [-7.5451, 3.7742, -1.2083], [1.8542, 0.7346, 1.4594], [-6.2899, -0.2680, -2.7493], [4.1686, 1.6054, 1.4805], [-0.8436, -0.1396, 4.1940], [4.2039, 2.4136, 2.0904], [-1.8271, -2.4533, 2.1306], [-1.1635, 0.7194, 2.8799], [-5.7515, 3.5553, 0.1944], [-7.5842, 6.0256, -1.1761], [1.0852, 3.4813, -2.2053], [-3.1577, -0.1026, -1.1736], [-5.8620, 4.8986, -0.2446], [-7.0105, 1.9036, -0.4547], [-1.7371, -3.8451, 1.6616], [3.5720, -2.2187, 1.2478], [4.0479, -1.9356, -1.8493], [0.0395, 4.3691, -1.8574], [-5.3944, -1.9028, -1.6242], [2.5990, 2.3629, -0.1758], [-1.5817, -0.3999, 0.6278], [5.6153, -2.2181, -4.8405], [-4.7756, -1.6422, -3.8526], [1.3541, 2.4092, -0.7599], [5.0445, -0.6995, 1.8877], [4.1038, -0.2923, -5.3030], [-6.3333, -0.5595, -1.8284], [0.8183, 2.7158, -3.5481], [3.8835, 0.3566, 3.5412], [3.0076, -2.9916, 1.7733], [-2.0523, 0.3114, -0.4601], [-5.9544, 2.5539, -1.7185], [6.0114, -1.9557, -1.1223], [1.9919, -0.1958, 2.6534], [4.2131, -3.7678, -0.0970], [-0.2886, -0.9074, 4.0085], [4.8719, 1.6950, 0.7606], [-7.0533, 5.0029, -0.9070], [-5.0187, -2.3943, -3.2134], [-1.2577, 1.7976, -0.9795]],
  "smiles": "C#CCc1cc(P(N)O)c(Cl)c2c1N(P(=O)(O)O)c1c(CCCCCCOC(=O)C=C)c(N)cc([PH2]=N)c1S2.O=C1OC[C@@H](F)O1",
  "e_tot_ha": -3927.12798
}



No. 2
{
  "formula": "C27H33FN3O5RuS",
  "method": "ωB97M-V/def2-TZVPD",
  "species": ["C", "H", "H", "H", "H", "C", "H", "O", "C", "C", "N", "H", "C", "O", "H", "H", "C", "O", "H", "C", "H", "H", "C", "C", "H", "H", "C", "H", "C", "F", "O", "C", "H", "C", "C", "C", "H", "H", "O", "H", "C", "C", "C", "N", "H", "H", "C", "H", "H", "Ru", "C", "H", "C", "H", "C", "H", "C", "C", "H", "N", "H", "C", "C", "H", "H", "S", "C", "H", "H", "H", "H"],
  "xyz": [[-0.5913, 1.1313, -3.2264], [1.1240, -0.2395, 5.3878], [-1.2370, 1.2351, -5.9773], [1.0584, -5.0711, -2.8277], [-0.6724, 3.8563, -3.2564], [-1.3527, -3.4179, -5.3650], [-3.5443, 2.7659, -3.5169], [1.8972, 0.0310, -3.4539], [0.6885, -3.3605, -4.0859], [-1.0854, -0.2210, 2.3383], [2.7962, 0.6903, 1.1789], [-2.5004, 2.6546, -2.0887], [4.3054, -0.5580, 2.7171], [-2.4946, -1.3032, -2.2080], [0.0012, 0.5529, 7.8491], [-2.5747, 1.2779, 4.2252], [3.9072, 0.7909, 2.1481], [0.3393, -1.2007, -1.4045], [-1.0110, -6.2335, -3.5055], [-1.6434, -4.6572, -4.8357], [-2.5965, 0.4811, -5.1606], [4.1072, 0.8722, -0.4194], [-2.0640, 1.4220, -5.2949], [-2.0500, 0.7076, 4.9840], [-0.3615, -0.9078, 6.0516], [4.5850, -1.2443, 1.9151], [-0.6917, -0.4536, 1.0610], [3.4858, -1.0119, 3.2800], [1.0591, 0.6625, 2.9031], [-2.3362, -0.5638, 2.7078], [-1.8401, -1.3064, -3.3286], [-0.2221, 0.3513, 3.2936], [-1.5763, 3.9910, -4.7771], [-1.5723, 1.9951, -3.9688], [1.5034, 0.3951, 1.5959], [0.2075, 1.0184, 6.8894], [-2.5210, -0.2720, 5.0563], [1.7199, 1.1367, 3.6187], [3.9960, 0.1661, -2.6817], [1.6247, -2.8711, -3.8448], [2.2765, 0.0894, -1.0995], [0.3799, -4.6090, -3.5352], [-0.7766, -5.2565, -3.9133], [-0.8467, 2.0703, 6.6567], [1.1652, 1.5279, 6.9432], [-0.0934, 1.6667, -2.4059], [1.0496, -0.4501, -0.6871], [-2.3742, 0.7260, 7.1695], [0.0285, 3.2503, -4.7662], [-0.0758, -0.5703, -3.3782], [3.1050, 0.5726, -0.1294], [-3.2265, 1.1891, -2.7786], [0.6155, -0.1525, 0.6748], [3.6301, 1.4883, 2.9349], [-0.9013, 3.3555, -4.2004], [-2.7455, 2.1390, -5.7605], [-2.1709, 1.4159, 6.3548], [0.1244, 0.0166, 5.7208], [5.1638, -0.4463, 3.3830], [-0.6301, 0.6364, 4.6333], [-2.5528, -5.1683, -5.1294], [-0.1777, -2.7482, -4.9938], [-2.7842, 2.1569, -3.0211], [-2.9379, 2.1840, 6.3481], [-0.9067, 2.7194, 7.4364], [0.2368, -1.1474, -5.5988], [2.7904, 0.0681, -2.5295], [4.7376, 1.2381, 1.6090], [-0.5713, 2.5799, 5.8162], [-2.0290, -2.9400, -6.0623], [-1.3699, -0.8937, 0.3356]],
  "charge": 1,
  "e_tot_ha": -2181.63773
}



No. 3
{
  "formula": "C27H33N6O5SSn",
  "method": "ωB97M-V/def2-TZVPD",
  "species": ["C", "C", "C", "H", "H", "H", "H", "C", "C", "C", "C", "N", "C", "H", "C", "H", "H", "H", "H", "H", "C", "C", "C", "N", "H", "C", "C", "C", "N", "H", "H", "O", "H", "H", "C", "H", "C", "H", "H", "O", "H", "H", "C", "S", "N", "O", "C", "O", "C", "O", "C", "H", "C", "N", "H", "H", "H", "H", "H", "C", "H", "H", "H", "C", "N", "C", "C", "H", "H", "C", "Sn", "H", "H"],
  "xyz": [[-5.9174, 2.9268, -3.6417], [0.2100, -1.5299, 3.1737], [1.9638, 0.2895, -3.7352], [-0.9407, 0.2842, -5.5584], [-0.4992, 5.6366, 1.6113], [0.0934, -3.5507, 2.4933], [4.1568, 1.7621, 2.1538], [1.3069, 4.3848, -0.9588], [1.6516, -3.0119, 0.5532], [1.0270, 3.0557, -0.6932], [2.8322, -0.1549, -4.7027], [-4.4969, 1.7109, -2.0899], [2.1767, 4.6098, -2.1800], [1.2545, -1.6231, 3.4741], [0.9860, -0.2958, -6.2951], [-9.0777, 3.9544, -3.0587], [2.2173, 6.6756, -1.9678], [-0.9630, 3.2256, 1.8872], [1.6933, -3.0251, -0.5343], [2.2338, 1.9055, 3.9355], [3.4921, 1.1939, 1.5012], [0.5926, 0.4124, -4.0372], [-7.9199, 2.8208, -1.6587], [0.2435, 2.6420, 0.3016], [3.0746, 6.0256, -3.3146], [-2.3376, 1.0473, -2.2755], [0.7601, 5.3346, -0.1132], [0.4343, 0.8516, 3.4781], [2.4830, 5.8754, -2.5123], [0.9491, 6.3932, -0.2423], [-1.2411, -2.5245, 1.9556], [2.1311, 1.3136, 1.9443], [-0.4226, -1.6527, 4.0541], [2.9859, -2.5491, 2.2009], [-7.1348, 3.5165, -3.8639], [-8.7054, 2.7881, -0.9170], [0.1057, 0.1316, -5.3354], [-0.0953, 1.7430, 3.1550], [2.4795, 0.1756, 3.6504], [2.5438, 3.6357, -2.8129], [-7.3327, 4.0136, -4.8038], [-6.5226, 1.6914, -0.4858], [-5.7132, 2.2884, -2.4054], [-2.3235, 0.3587, -0.7622], [-0.1998, 0.8336, -3.0000], [2.8712, -0.9970, 0.8324], [-6.7084, 2.2178, -1.4164], [0.4724, -2.2616, 0.8973], [-0.1679, -2.5517, 2.1419], [-0.0194, -0.2164, 2.6127], [2.9042, -2.3964, 1.1204], [0.6427, -0.4997, -7.2998], [-8.1256, 3.4731, -2.8732], [-3.4935, 1.7189, -2.8223], [-4.4117, 1.2141, -1.1755], [3.5248, 1.6439, 0.5081], [2.3106, 0.5377, -2.7410], [3.0284, -0.7901, -6.7391], [1.5507, -4.0410, 0.8988], [1.9152, 1.0538, 3.3302], [3.8863, -0.2665, -4.4909], [0.1602, 0.6409, 4.5117], [4.8472, -0.3429, 0.8804], [2.3411, -0.4481, -5.9750], [-1.4288, 0.9678, -3.2537], [-0.3020, 3.5724, 1.1030], [-0.0569, 4.9193, 0.9337], [-5.1348, 2.9335, -4.3879], [1.4798, 2.3115, -1.3381], [3.9225, -0.2563, 1.4550], [0.5365, 0.1823, 0.2896], [4.1122, -0.6575, 2.4540], [3.7707, -2.8642, 0.6466]],
  "charge": 3,
  "e_above_lowest_kcal_mol": 6.0
}



Copy entry 3 word for word.
{
  "formula": "C27H33N6O5SSn",
  "method": "ωB97M-V/def2-TZVPD",
  "species": ["C", "C", "C", "H", "H", "H", "H", "C", "C", "C", "C", "N", "C", "H", "C", "H", "H", "H", "H", "H", "C", "C", "C", "N", "H", "C", "C", "C", "N", "H", "H", "O", "H", "H", "C", "H", "C", "H", "H", "O", "H", "H", "C", "S", "N", "O", "C", "O", "C", "O", "C", "H", "C", "N", "H", "H", "H", "H", "H", "C", "H", "H", "H", "C", "N", "C", "C", "H", "H", "C", "Sn", "H", "H"],
  "xyz": [[-5.9174, 2.9268, -3.6417], [0.2100, -1.5299, 3.1737], [1.9638, 0.2895, -3.7352], [-0.9407, 0.2842, -5.5584], [-0.4992, 5.6366, 1.6113], [0.0934, -3.5507, 2.4933], [4.1568, 1.7621, 2.1538], [1.3069, 4.3848, -0.9588], [1.6516, -3.0119, 0.5532], [1.0270, 3.0557, -0.6932], [2.8322, -0.1549, -4.7027], [-4.4969, 1.7109, -2.0899], [2.1767, 4.6098, -2.1800], [1.2545, -1.6231, 3.4741], [0.9860, -0.2958, -6.2951], [-9.0777, 3.9544, -3.0587], [2.2173, 6.6756, -1.9678], [-0.9630, 3.2256, 1.8872], [1.6933, -3.0251, -0.5343], [2.2338, 1.9055, 3.9355], [3.4921, 1.1939, 1.5012], [0.5926, 0.4124, -4.0372], [-7.9199, 2.8208, -1.6587], [0.2435, 2.6420, 0.3016], [3.0746, 6.0256, -3.3146], [-2.3376, 1.0473, -2.2755], [0.7601, 5.3346, -0.1132], [0.4343, 0.8516, 3.4781], [2.4830, 5.8754, -2.5123], [0.9491, 6.3932, -0.2423], [-1.2411, -2.5245, 1.9556], [2.1311, 1.3136, 1.9443], [-0.4226, -1.6527, 4.0541], [2.9859, -2.5491, 2.2009], [-7.1348, 3.5165, -3.8639], [-8.7054, 2.7881, -0.9170], [0.1057, 0.1316, -5.3354], [-0.0953, 1.7430, 3.1550], [2.4795, 0.1756, 3.6504], [2.5438, 3.6357, -2.8129], [-7.3327, 4.0136, -4.8038], [-6.5226, 1.6914, -0.4858], [-5.7132, 2.2884, -2.4054], [-2.3235, 0.3587, -0.7622], [-0.1998, 0.8336, -3.0000], [2.8712, -0.9970, 0.8324], [-6.7084, 2.2178, -1.4164], [0.4724, -2.2616, 0.8973], [-0.1679, -2.5517, 2.1419], [-0.0194, -0.2164, 2.6127], [2.9042, -2.3964, 1.1204], [0.6427, -0.4997, -7.2998], [-8.1256, 3.4731, -2.8732], [-3.4935, 1.7189, -2.8223], [-4.4117, 1.2141, -1.1755], [3.5248, 1.6439, 0.5081], [2.3106, 0.5377, -2.7410], [3.0284, -0.7901, -6.7391], [1.5507, -4.0410, 0.8988], [1.9152, 1.0538, 3.3302], [3.8863, -0.2665, -4.4909], [0.1602, 0.6409, 4.5117], [4.8472, -0.3429, 0.8804], [2.3411, -0.4481, -5.9750], [-1.4288, 0.9678, -3.2537], [-0.3020, 3.5724, 1.1030], [-0.0569, 4.9193, 0.9337], [-5.1348, 2.9335, -4.3879], [1.4798, 2.3115, -1.3381], [3.9225, -0.2563, 1.4550], [0.5365, 0.1823, 0.2896], [4.1122, -0.6575, 2.4540], [3.7707, -2.8642, 0.6466]],
  "charge": 3,
  "e_above_lowest_kcal_mol": 6.0
}